Here is a cluster of 3 separate species, C19H36IN4O9 in total from the Open Molecules 2025 dataset. Energies are from wB97M-V/def2-TZVPD.

Computed properties:
Energy above the lowest of the compared OMol25 structures with the same formula, charge and spin   0.0 kcal per mole
Charge   +1
Multiplicity   1

Each line ends with the Mulliken charge.
CARTESIAN COORDINATES (ANGSTROEM)
C (5.64556, 0.45221, -0.26922)  -1.217
C (4.18448, 0.50097, -0.66465)  -0.172
O (3.93482, 1.69953, -1.39409)  -0.389
C (2.67403, 2.26512, -1.17879)  -0.855
C (1.52393, 1.45388, -1.77614)  -0.483
C (0.21651, 2.26624, -1.81634)  -0.920
C (-1.02405, 1.49320, -1.33831)  0.055
C (-2.27868, 1.89474, -2.11050)  -1.323
N (-3.40814, 0.99237, -1.89049)  0.530
C (-4.45138, 0.99006, -1.04683)  0.560
N (-4.74447, 1.89119, -0.10767)  -0.108
C (-4.00718, 3.09394, 0.25133)  -0.023
C (-4.58011, 3.60817, 1.57663)  -0.316
O (-4.30852, 3.07711, 2.61418)  -0.357
N (-5.21955, -0.09519, -1.23748)  -0.638
C (-4.63797, -0.76032, -2.20909)  0.249
I (-5.39056, -2.50601, -2.95860)  0.272
N (-3.52544, -0.16863, -2.63052)  -0.100
C (-2.64001, -0.52866, -3.72042)  -0.718
C (-2.95686, 0.23089, -5.03332)  -0.519
O (-4.24654, 0.79884, -4.90383)  -0.497
H (6.28805, 0.40606, -1.14923)  0.294
H (5.91446, 1.34088, 0.30512)  0.323
H (5.84521, -0.43225, 0.33931)  0.307
H (3.54443, 0.46662, 0.22776)  0.340
H (3.92967, -0.36263, -1.29123)  0.252
H (2.69711, 3.24924, -1.65745)  0.371
H (2.50047, 2.42435, -0.10207)  0.431
H (1.82561, 1.16325, -2.78674)  0.304
H (1.37284, 0.53084, -1.20714)  0.368
H (0.04553, 2.63145, -2.83511)  0.481
H (0.33669, 3.16445, -1.20136)  0.415
H (-0.86951, 0.41456, -1.44022)  0.479
H (-1.18769, 1.68523, -0.27364)  0.243
H (-2.60424, 2.89751, -1.84369)  0.347
H (-2.09143, 1.91487, -3.18486)  0.233
H (-5.56643, 1.64790, 0.42668)  0.321
H (-2.95343, 2.85725, 0.41996)  0.029
H (-4.09367, 3.86853, -0.51624)  0.346
H (-5.27009, 4.47142, 1.52274)  0.349
H (-2.78059, -1.60141, -3.84507)  0.479
H (-1.60519, -0.37523, -3.41249)  0.158
H (-2.19639, 0.99044, -5.23690)  0.415
H (-2.93212, -0.49128, -5.85542)  0.353
H (-4.37297, 1.47220, -5.57926)  0.321
C (-3.14546, 0.44719, 4.26397)  -0.593
O (-2.73681, -0.13515, 5.50315)  -0.319
C (-3.73672, -0.68750, 6.19618)  0.758
O (-4.88672, -0.73530, 5.84238)  -0.543
O (-3.24340, -1.17231, 7.32980)  -0.322
C (-4.21410, -1.79551, 8.18176)  -0.622
H (-2.23982, 0.84626, 3.81576)  0.232
H (-3.58848, -0.31048, 3.61816)  0.294
H (-3.86123, 1.24850, 4.42994)  0.315
H (-4.67888, -2.63890, 7.67534)  0.295
H (-4.97988, -1.07951, 8.47255)  0.298
H (-3.66083, -2.13332, 9.05181)  0.215
C (7.96946, -3.64928, 2.00915)  -0.613
O (7.71791, -4.60490, 0.97289)  -0.314
C (7.35200, -4.07508, -0.19080)  0.831
O (7.20915, -2.90000, -0.41820)  -0.541
O (7.16911, -5.06374, -1.06362)  -0.321
C (6.79748, -4.63426, -2.37684)  -0.610
H (8.25768, -4.23251, 2.87765)  0.213
H (8.77414, -2.97621, 1.72012)  0.292
H (7.07181, -3.07142, 2.22157)  0.280
H (7.57043, -3.99818, -2.80371)  0.293
H (5.85568, -4.08898, -2.34812)  0.273
H (6.69131, -5.54329, -2.96019)  0.217

=====

Here is a cluster of 2 separate species, C19H36N4O3 in total in a non-equilibrium geometry from the Open Molecules 2025 dataset. Energies are from wB97M-V/def2-TZVPD.

Computed properties:
SMILES string   NCCN[C@]12C[C@H]3C[C@H](C[C@H](C3)C1)C2.CNC(=O)[C@@H](NC(C)=O)[C@@H](C)O
Energy above the lowest of the compared OMol25 structures with the same formula, charge and spin   0.0 kcal per mole
Multiplicity   1

Each line ends with the Mulliken charge.
CARTESIAN COORDINATES (ANGSTROEM)
N (6.54329, -0.67565, -3.43263)  -0.614
C (5.22796, -0.41462, -2.82250)  -0.392
C (5.33902, -0.30744, -1.29747)  -0.728
N (4.03123, 0.05980, -0.71676)  -0.266
C (3.20151, -0.90984, 0.02049)  1.122
C (3.01346, -2.23717, -0.74508)  -1.568
C (2.09325, -3.18380, 0.04918)  0.480
C (2.71842, -3.46108, 1.42955)  -1.494
C (2.89496, -2.14326, 2.20605)  0.488
C (1.51900, -1.47911, 2.38827)  -1.518
C (0.88996, -1.19345, 1.01424)  1.046
C (0.72123, -2.51342, 0.24091)  -1.367
C (1.81858, -0.25974, 0.21791)  -1.767
C (3.81525, -1.20296, 1.40371)  -1.352
H (7.20871, 0.05847, -3.19165)  0.212
H (6.46378, -0.77361, -4.44453)  0.221
H (4.53467, -1.22190, -3.07910)  0.236
H (4.81342, 0.51811, -3.21872)  0.258
H (6.06620, 0.47104, -1.04807)  0.553
H (5.71193, -1.24830, -0.88179)  0.207
H (4.10078, 0.93453, -0.19826)  0.295
H (2.57918, -2.03652, -1.72952)  0.505
H (3.97860, -2.72592, -0.90520)  0.452
H (1.97211, -4.12415, -0.49797)  0.322
H (2.07717, -4.14324, 1.99687)  0.515
H (3.68942, -3.95127, 1.30493)  0.508
H (3.34006, -2.34739, 3.18514)  0.273
H (1.62759, -0.54551, 2.94973)  0.508
H (0.86343, -2.13614, 2.96896)  0.460
H (-0.08336, -0.71721, 1.15438)  -0.266
H (0.26267, -2.31776, -0.73391)  0.454
H (0.05177, -3.18436, 0.78902)  0.536
H (1.92716, 0.69015, 0.75054)  0.571
H (1.37189, -0.03958, -0.75714)  0.339
H (4.79950, -1.66649, 1.28618)  0.354
H (3.95789, -0.26698, 1.95268)  0.433
C (-7.20951, 3.35331, -1.52636)  -0.984
N (-6.02048, 2.80435, -0.87740)  -0.053
C (-5.04099, 2.15465, -1.51972)  -0.017
O (-5.05823, 1.99614, -2.73722)  -0.680
C (-3.81768, 1.64850, -0.73833)  -0.088
N (-3.36819, 2.46611, 0.42003)  -0.061
C (-4.04080, 2.74550, 1.53709)  1.015
C (-3.36038, 3.65458, 2.53172)  -1.393
O (-5.15265, 2.29707, 1.77834)  -0.736
C (-3.99152, 0.15660, -0.39467)  -0.172
C (-2.74862, -0.45643, 0.24817)  -1.248
O (-5.08305, -0.06842, 0.46391)  -0.689
H (-7.84708, 2.53794, -1.87412)  0.297
H (-6.91521, 3.95810, -2.38624)  0.312
H (-7.76912, 3.97381, -0.82543)  0.359
H (-5.96933, 2.84068, 0.13436)  0.210
H (-3.00634, 1.68125, -1.46454)  0.604
H (-2.45753, 2.88900, 0.33520)  0.266
H (-4.07987, 3.93671, 3.30011)  0.367
H (-2.52821, 3.12455, 2.99172)  0.306
H (-3.00005, 4.55011, 2.02831)  0.376
H (-4.18166, -0.38279, -1.32303)  0.588
H (-2.56250, -0.00806, 1.22357)  0.260
H (-2.90447, -1.52799, 0.37642)  0.357
H (-1.88781, -0.30094, -0.40185)  0.323
H (-5.14037, 0.67140, 1.09148)  0.464

=====

DFT total energy values, unit Ha, following the record order: -1939.177238; -1190.383703.
Gap between HOMO and LUMO values, unit eV, following the record order: 9.11; 8.70.